(w)
Density functional theory data (ωB97M-V/def2-TZVPD) for the ion C2H5N4 with charge +1.

The geometry in XYZ format:
```
11
C2H5N4, DFT ωB97M-V/def2-TZVPD
C -0.12337 2.55408 0.03463
C 0.34221 0.34991 0.25451
N 0.16622 3.57548 0.45087
N 0.29943 -1.00103 0.20800
N -0.04339 -2.44437 -0.27877
N -0.36676 1.34090 -0.41584
H 0.92363 0.87555 1.06416
H 0.99014 -1.27382 0.94637
H -0.42427 -2.42264 -1.27735
H -0.84773 -2.72812 0.32365
H -0.91611 1.17407 -1.31024
```

## Properties
* SMILES: N#C/[NH+]=C/NN
* frontier orbital gap: 10.34 eV
* LUMO level: -5.09 eV
* highest occupied orbital energy: -15.44 eV
* charge: +1

Here are the natural (NBO) charges for atoms 1 to 4, given in e: number 1, C, carries 0.342; number 2, C, carries 0.395; number 3, N, carries -0.185; number 4, N, carries -0.399

(x)
Density functional theory data (ωB97M-V/def2-TZVPD) for a cluster of 2 separate species, C2H5N4 in total.

The geometry in XYZ format:
```
11
C2H5N4, DFT ωB97M-V/def2-TZVPD
C -2.63477 1.19443 0.06241
C -1.19414 -0.79334 -0.15161
N 3.80023 0.11185 0.09416
N 2.65142 0.03137 -0.06458
N -1.90246 0.32489 0.07836
N 1.57604 0.01628 -0.44597
H -3.42177 2.02315 0.11529
H -1.65381 -1.42813 0.54675
H -0.11042 -0.70602 -0.04864
H 4.42675 0.21656 0.93122
H -1.53708 -0.99105 -1.11738
```

## Properties
* frontier orbital gap: 9.17 eV
* LUMO level: -4.30 eV
* highest occupied orbital energy: -13.47 eV
* charge: +1

Here are the natural (NBO) charges for atoms 1 to 4, given in e: number 1, C, carries 0.409; number 2, C, carries -0.477; number 3, N, carries -0.471; number 4, N, carries 0.302

Most stable: (w) (next structure +20.0 kcal/mol)

(w)
Density functional theory data (ωB97M-V/def2-TZVPD) for the ion C2H5N4 with charge +1.

The geometry in XYZ format:
```
11
C2H5N4, DFT ωB97M-V/def2-TZVPD
C -0.41998 1.79311 0.47022
C 0.30306 0.69373 0.09326
N -1.58668 1.85091 0.89305
N -1.57131 -0.70924 0.66364
N -0.40086 -0.50492 0.20468
N 0.33615 -1.48295 -0.42476
H 0.19341 2.66336 0.59578
H 1.29605 0.76639 -0.33064
H -2.07930 -0.18618 1.42136
H -0.05572 -2.34438 -0.62650
H 1.27669 -1.24280 -0.88479
```

## Properties
* frontier orbital gap (alpha / beta): 7.22 / 8.91 eV
* LUMO level (alpha / beta): -7.81 / -6.10 eV
* highest occupied orbital energy (alpha / beta): -15.03 / -15.01 eV
* charge: +1

Here are the natural (NBO) charges for atoms 1 to 4, given in e: number 1, C, carries -0.160; number 2, C, carries 0.053; number 3, N, carries -0.033; number 4, N, carries -0.268

(x)
Density functional theory data (ωB97M-V/def2-TZVPD) for a cluster of 2 separate species, C2H5N4 in total.

The geometry in XYZ format:
```
11
C2H5N4, DFT ωB97M-V/def2-TZVPD
C 1.08082 0.71643 -2.03341
C 1.05365 0.24811 -0.76112
N 1.02219 1.18359 -3.09085
N 1.01040 -0.22106 0.31140
N -1.74459 0.51680 0.08363
N 1.21133 -0.94255 1.32871
H -2.26069 0.01006 -0.68229
H -1.61696 -0.15639 0.81948
H 1.41241 -1.90218 1.32749
H -2.31137 1.19974 0.38575
H 1.14282 -0.65256 2.31122
```

## Properties
* frontier orbital gap: 8.04 eV
* LUMO level: -6.35 eV
* highest occupied orbital energy: -14.39 eV
* charge: +1

Here are the natural (NBO) charges for atoms 1 to 4, given in e: number 1, C, carries 0.096; number 2, C, carries 0.502; number 3, N, carries 0.010; number 4, N, carries 0.047

Most stable: (x) (next structure +60.2 kcal/mol)

(w)
Density functional theory data (ωB97M-V/def2-TZVPD) for the ion C4H8NO3 with charge +1.

The geometry in XYZ format:
```
16
C4H8NO3, DFT ωB97M-V/def2-TZVPD
O 0.39396 2.86292 -0.67575
C 0.05942 1.71716 -0.92878
C -0.05473 0.75407 0.15280
C 0.02851 -0.68621 0.39688
C -0.48571 -1.51519 -0.93815
O -0.74568 -2.82546 -0.33200
O -1.38851 -0.90226 -1.52025
N 0.68523 1.39370 1.32435
H -0.19342 1.47367 -1.96386
H 0.46065 -1.80866 -1.44745
H -0.77050 -1.01969 1.05698
H 0.96631 -1.09476 0.75962
H -1.66367 -3.03363 -0.54254
H 1.60372 0.94606 1.46109
H 0.95148 2.35249 0.99964
H 0.15294 1.38577 2.19741
```

## Properties
* frontier orbital gap: 5.59 eV
* LUMO level: -8.17 eV
* highest occupied orbital energy: -13.76 eV
* charge: +1

Here are the natural (NBO) charges for atoms 1 to 4, given in e: number 1, O, carries -0.486; number 2, C, carries 0.311; number 3, C, carries 0.161; number 4, C, carries -0.422

(x)
Density functional theory data (ωB97M-V/def2-TZVPD) for the ion C4H8NO3 with charge +1.

The geometry in XYZ format:
```
16
C4H8NO3, DFT ωB97M-V/def2-TZVPD
C -0.64688 -1.73406 0.41364
C -0.40151 0.54015 0.93641
C -0.15303 0.24102 -0.63320
C 0.89775 0.93603 -1.39166
N -1.00268 -0.81106 1.29966
O -0.14257 -1.19929 -0.62738
O -0.85532 -3.02407 0.51524
O -1.47586 -0.84619 2.57223
H 0.56167 0.76140 1.62564
H -1.23623 1.17465 1.07556
H -1.04427 0.42189 -1.19550
H 0.54305 1.95072 -1.73571
H 1.16377 0.30830 -2.22373
H 1.81533 0.95902 -0.90007
H -0.76639 -3.62798 -0.28227
H -2.22528 -1.42589 2.67713
```

## Properties
* SMILES: C[C@@H]1C[N+](O)=C(O)O1
* frontier orbital gap: 11.51 eV
* LUMO level: -3.33 eV
* highest occupied orbital energy: -14.83 eV
* charge: +1

Here are the natural (NBO) charges for atoms 1 to 4, given in e: number 1, C, carries 0.892; number 2, C, carries -0.238; number 3, C, carries 0.097; number 4, C, carries -0.649

Most stable: (x) (next structure +76.8 kcal/mol)

(w)
Density functional theory data (ωB97M-V/def2-TZVPD) for an isolated molecule of CH5N3.

The geometry in XYZ format:
```
9
CH5N3, DFT ωB97M-V/def2-TZVPD
C 0.22295 0.30308 -0.95153
N -0.26519 -0.40402 1.21910
N -0.16445 -0.67056 2.45271
N 0.56702 0.20465 0.47279
H 0.39802 1.35295 -1.26817
H 0.98257 -0.44687 -1.26800
H -0.76172 -0.01699 -1.44990
H -1.27310 -0.57737 0.93727
H 0.70931 -0.16459 2.77173
```

## Properties
* frontier orbital gap: 9.58 eV
* LUMO level: 1.05 eV
* highest occupied orbital energy: -8.53 eV
* charge: 0

Here are the natural (NBO) charges for atoms 1 to 4, given in e: number 1, C, carries -0.481; number 2, N, carries 0.003; number 3, N, carries -0.512; number 4, N, carries -0.317

(x)
Density functional theory data (ωB97M-V/def2-TZVPD) for an isolated molecule of CH5N3.

The geometry in XYZ format:
```
9
CH5N3, DFT ωB97M-V/def2-TZVPD
C -1.08078 -0.20051 0.08424
N 1.26283 -0.15005 0.07569
N 2.65741 -0.02377 0.07858
N 0.04447 -0.94724 -0.23340
H -1.79960 -0.38678 -0.78675
H -1.45445 -0.35929 1.03896
H -0.92076 0.97548 0.18481
H 0.76203 0.79712 0.09540
H 3.18318 -0.86048 -0.34124
```

## Properties
* frontier orbital gap (alpha / beta): 9.25 / 8.95 eV
* LUMO level (alpha / beta): 0.22 / 0.07 eV
* highest occupied orbital energy (alpha / beta): -9.03 / -8.88 eV
* charge: 0

Here are the natural (NBO) charges for atoms 1 to 4, given in e: number 1, C, carries -0.462; number 2, N, carries -0.159; number 3, N, carries -0.425; number 4, N, carries -0.235

Most stable: (w) (next structure +44.8 kcal/mol)